112
Properties=species:S:1:pos:R:3:lowdin_charge:R:1 method="wB97M-V/def2-TZVPD" fmax_ev_per_a=3.33 relative_energy_ev=1.276 smiles="O=S(=O)(c1cnc2c(O)ccc(CCCCCCCCCCCCn3cccc3)c2n1)C(F)(F)F.CCOC(=O)OC.CCOC(=O)OC.CCOC(=O)OC" e_lumo_ev=-1.21
O 8.4653 -1.4368 -4.5681 -0.287
S 7.3441 -0.6860 -5.0712 0.775
O 6.4301 -1.5583 -5.7462 -0.254
C 6.5474 0.1303 -3.6619 -0.276
C 6.9987 -0.2368 -2.3554 -0.069
N 6.5192 0.2637 -1.2354 0.180
C 5.5069 1.1486 -1.4804 -0.126
C 4.8542 1.7510 -0.3526 -0.237
O 5.2724 1.4019 0.9266 0.006
C 3.8099 2.6308 -0.4762 0.026
C 3.3650 2.9841 -1.8049 0.006
C 3.9753 2.4654 -2.9180 -0.143
C 3.4682 2.9037 -4.2995 -0.123
C 1.9518 2.6072 -4.5205 -0.194
C 1.0745 3.8452 -4.8162 -0.195
C 0.9859 4.8774 -3.6488 -0.209
C 0.0008 4.4477 -2.5257 -0.217
C -1.4724 4.9263 -2.7374 -0.190
C -2.3337 3.6500 -3.0386 -0.209
C -2.4597 2.7324 -1.7875 -0.201
C -2.1892 1.2199 -2.0498 -0.200
C -2.7229 0.6950 -3.4070 -0.203
C -2.8388 -0.8530 -3.4662 -0.173
C -1.7086 -1.5389 -4.2691 -0.141
N -0.4448 -1.5362 -3.5428 -0.125
C 0.5476 -0.6900 -3.9331 -0.129
C 1.6513 -0.8711 -3.1098 -0.084
C 1.2704 -1.9137 -2.1826 -0.088
C -0.0323 -2.2878 -2.4811 -0.095
C 5.0547 1.5182 -2.7740 -0.144
N 5.6070 1.0075 -3.9093 0.180
C 8.0836 0.5645 -6.2342 -0.655
F 7.1459 1.2309 -6.9109 0.146
F 8.9721 1.3545 -5.6382 0.158
F 8.7603 -0.1641 -7.1423 0.133
H 7.7971 -0.9848 -2.2804 0.123
H 5.6595 2.1845 1.3408 0.119
H 3.3574 3.0451 0.4282 0.120
H 2.5244 3.6777 -1.8662 0.095
H 4.0317 2.3876 -5.0946 0.101
H 3.6483 3.9808 -4.4781 0.120
H 1.5079 2.0416 -3.6813 0.090
H 1.8562 1.9459 -5.4047 0.107
H 1.4025 4.4158 -5.7065 0.113
H 0.0337 3.5167 -5.0127 0.101
H 0.6250 5.8505 -4.0359 0.106
H 2.0145 5.0669 -3.2907 0.089
H 0.0685 3.3497 -2.3900 0.097
H 0.3584 4.8895 -1.5719 0.107
H -1.5591 5.6734 -3.5434 0.105
H -1.8385 5.3815 -1.8019 0.105
H -3.3472 4.0148 -3.2860 0.107
H -1.8652 3.1706 -3.9103 0.083
H -3.4686 2.8671 -1.3565 0.110
H -1.7514 3.0477 -0.9989 0.104
H -1.1077 1.0089 -1.9283 0.108
H -2.6961 0.6454 -1.2480 0.107
H -3.7107 1.1399 -3.6349 0.116
H -2.0474 1.0719 -4.2001 0.095
H -2.7867 -1.2305 -2.4254 0.099
H -3.8392 -1.1385 -3.8378 0.109
H -2.0056 -2.5602 -4.5669 0.124
H -1.5702 -0.9706 -5.2016 0.119
H 0.4897 0.0048 -4.7691 0.108
H 2.5788 -0.3106 -3.2160 0.080
H 1.9330 -2.3051 -1.4123 0.089
H -0.6532 -3.0355 -1.9910 0.118
C 3.2545 2.9713 7.6015 -0.068
C 1.9513 2.3733 7.1131 -0.214
O 1.8070 2.5192 5.6941 0.034
C 2.5177 1.6641 4.9549 -0.608
O 3.2426 0.7981 5.3706 0.125
O 2.3014 1.9512 3.6697 0.010
C 3.0788 1.1669 2.7562 -0.033
H 3.3446 4.0088 7.2747 0.081
H 3.3086 2.9365 8.6903 0.080
H 4.1111 2.4318 7.1976 0.074
H 1.1133 2.9065 7.5613 0.121
H 1.8575 1.3252 7.4004 0.124
H 2.9537 0.1020 2.9457 0.107
H 4.1222 1.4438 2.8308 0.081
H 2.7274 1.3838 1.7525 0.078
C -3.2717 -3.4652 3.9607 -0.063
C -2.5008 -2.6653 2.9319 -0.207
O -2.4621 -3.3389 1.6650 0.038
C -3.5768 -3.2629 0.9400 -0.610
O -4.5876 -2.6841 1.2435 0.123
O -3.3861 -3.9629 -0.1837 -0.004
C -4.5392 -4.0452 -1.0212 -0.045
H -2.8720 -4.4782 4.0357 0.084
H -3.2155 -2.9890 4.9401 0.084
H -4.3220 -3.5558 3.6840 0.066
H -1.4651 -2.5582 3.2523 0.123
H -2.9078 -1.6598 2.8173 0.124
H -4.9403 -3.0564 -1.2388 0.092
H -5.2995 -4.6695 -0.5524 0.098
H -4.2360 -4.5106 -1.9564 0.092
C -8.4998 -5.1301 5.5234 -0.065
C -7.0221 -5.3541 5.2780 -0.213
O -6.2200 -4.6590 6.2425 0.031
C -6.1423 -5.2300 7.4451 -0.609
O -6.6693 -6.2587 7.7798 0.124
O -5.3938 -4.4459 8.2265 0.003
C -5.3034 -4.8915 9.5804 -0.042
H -8.7225 -4.0624 5.5642 0.083
H -9.0939 -5.5862 4.7305 0.080
H -8.8105 -5.5595 6.4758 0.074
H -6.7482 -4.9488 4.3041 0.117
H -6.7725 -6.4160 5.2681 0.125
H -4.9739 -5.9278 9.6337 0.096
H -6.2665 -4.7731 10.0764 0.099
H -4.5702 -4.2636 10.0808 0.092

---

100
Properties=species:S:1:pos:R:3:lowdin_charge:R:1 method="wB97M-V/def2-TZVPD" fmax_ev_per_a=0.20 relative_energy_ev=0.000 charge=+2 e_lumo_ev=-6.83
Ti 0.4039 -0.3438 0.1461 1.226
C -1.4852 -0.6575 1.4128 -0.043
C -0.3898 -1.0626 2.2443 -0.131
C 0.2101 -2.2172 1.5976 -0.130
C -0.5223 -2.4306 0.4067 -0.054
C -1.6014 -1.5091 0.3021 -0.219
C -2.7702 -1.6338 -0.6563 -0.530
C -3.6577 -0.3923 -0.6379 -0.018
C -2.3055 -1.9205 -2.0829 -0.021
C -3.5793 -2.8390 -0.1398 -0.011
C 1.3583 -3.1521 1.9926 -0.509
C 0.9675 -3.8965 3.2796 -0.013
C 2.7079 -2.4349 2.1448 -0.018
C 1.5575 -4.2221 0.9093 -0.046
C -0.2695 -0.4085 3.6306 -0.504
C -0.6839 1.0706 3.5662 -0.030
C 1.0901 -0.4470 4.3307 -0.035
C -1.2992 -1.1544 4.5044 -0.007
H -2.1489 0.1630 1.6293 0.111
H -0.3083 -3.1960 -0.3200 0.115
H -3.1185 0.5024 -0.9521 0.069
H -4.0824 -0.2217 0.3529 0.092
H -4.4927 -0.5364 -1.3242 0.106
H -1.7733 -1.0656 -2.5001 0.057
H -3.1729 -2.1089 -2.7165 0.107
H -1.6628 -2.8016 -2.1309 0.079
H -3.9083 -2.6819 0.8885 0.101
H -2.9946 -3.7596 -0.1778 0.094
H -4.4647 -2.9732 -0.7622 0.102
H 0.8499 -3.2382 4.1349 0.061
H 1.7421 -4.6242 3.5246 0.102
H 0.0303 -4.4379 3.1397 0.104
H 2.6873 -1.6191 2.8568 0.058
H 3.0481 -2.0402 1.1846 0.073
H 3.4553 -3.1524 2.4857 0.104
H 0.6739 -4.8489 0.7810 0.100
H 2.3793 -4.8727 1.2070 0.102
H 1.8196 -3.7764 -0.0547 0.070
H -0.0448 1.6454 2.8918 0.079
H -0.5795 1.5049 4.5602 0.106
H -1.7222 1.2115 3.2697 0.074
H 1.8482 0.1200 3.7915 0.077
H 1.4591 -1.4510 4.5106 0.067
H 0.9725 0.0239 5.3069 0.102
H -2.3043 -1.0696 4.0884 0.097
H -1.3085 -0.7167 5.5033 0.104
H -1.0594 -2.2131 4.6012 0.084
C 4.9951 -1.2652 -2.5928 0.020
O 3.9677 -0.8903 -1.6429 0.047
C 2.7569 -1.3550 -1.7418 -0.510
O 1.9396 -0.9893 -0.8639 -0.046
N 2.4212 -2.1746 -2.7363 0.069
N 1.1259 -2.6971 -2.8071 0.104
H 5.8894 -0.7560 -2.2548 0.114
H 4.7285 -0.9144 -3.5897 0.108
H 5.1543 -2.3428 -2.5683 0.112
H 3.1057 -2.4131 -3.4396 0.156
H 1.1772 -3.7100 -2.8139 0.119
H 0.6776 -2.3759 -3.6592 0.087
C 1.4864 1.3226 -3.4159 -0.028
C 0.1359 0.6134 -3.2628 -0.378
C -0.2625 0.0115 -4.6095 -0.068
C -0.9271 1.5305 -2.6659 -0.137
C -1.9499 2.0350 -3.4583 -0.011
C -2.8883 2.9168 -2.9420 -0.025
C -2.8203 3.3076 -1.6190 -0.011
C -1.8272 2.8202 -0.7740 -0.144
C -1.8043 3.2740 0.6735 -0.361
C -1.4930 4.7699 0.7823 -0.032
C -3.1315 2.9706 1.3763 -0.046
C -0.8922 1.9284 -1.3155 -0.180
N 0.1636 1.4201 -0.4780 -0.036
C 1.1902 2.3137 -0.1043 -0.231
C 1.4377 3.5642 -0.6652 -0.006
C 2.5159 4.3151 -0.2180 -0.034
C 3.3650 3.8474 0.7782 -0.038
C 3.1459 2.6002 1.3540 0.025
C 2.0696 1.9068 0.8797 -0.156
F 1.7599 0.6263 1.4125 -0.026
H 2.2002 0.6704 -3.9274 0.079
H 1.9205 1.6233 -2.4646 0.065
H 1.3741 2.2177 -4.0301 0.106
H 0.2741 -0.2295 -2.5712 0.075
H -0.3163 0.7785 -5.3828 0.096
H -1.2233 -0.5029 -4.5786 0.084
H 0.5020 -0.6974 -4.9388 0.074
H -2.0206 1.7513 -4.4983 0.113
H -3.6713 3.3017 -3.5814 0.121
H -3.5541 4.0017 -1.2303 0.124
H -1.0172 2.7267 1.1952 0.099
H -2.2667 5.3637 0.2931 0.090
H -0.5366 5.0221 0.3253 0.067
H -1.4578 5.0715 1.8297 0.092
H -3.9439 3.5651 0.9569 0.088
H -3.0621 3.2198 2.4359 0.089
H -3.4188 1.9224 1.2809 0.058
H 0.7852 3.9344 -1.4452 0.136
H 2.6964 5.2866 -0.6573 0.124
H 4.1969 4.4497 1.1139 0.122
H 3.7751 2.1984 2.1360 0.137

---

109
Properties=species:S:1:pos:R:3:lowdin_charge:R:1 method="wB97M-V/def2-TZVPD" fmax_ev_per_a=0.82 smiles="CC(C)=CCC[C@@H](C)CCC1=C(C(F)(F)C(F)(F)C(F)(F)F)C(=O)C=CC1=O.CC(C)=O.CC(C)=O.CC(C)=O.CC(C)=O.CC(C)=O.CC(C)=O" e_lumo_ev=-1.18
C -4.1100 3.2332 -0.3450 -0.053
C -4.6035 2.0648 0.4733 -0.337
C -5.6718 1.1783 -0.1255 -0.060
C -4.0651 1.7975 1.6704 -0.093
C -3.9597 0.3975 2.2310 -0.189
C -2.8241 -0.3268 1.4891 -0.189
C -2.6247 -1.7691 1.9574 -0.352
C -3.8511 -2.6034 1.5195 -0.070
C -1.3727 -2.4361 1.3445 -0.139
C -0.2140 -1.4634 1.0367 -0.116
C 1.1277 -2.1271 1.0637 -0.048
C 1.7712 -2.7144 0.0423 0.022
C 1.1696 -2.6919 -1.3431 -0.365
F -0.0701 -3.2434 -1.3327 0.142
F 1.0132 -1.3975 -1.7349 0.124
C 1.9038 -3.3953 -2.5218 -0.344
F 1.1439 -3.1605 -3.6146 0.142
F 1.9351 -4.7163 -2.3486 0.169
C 3.3456 -2.8447 -2.8402 -0.524
F 4.2481 -3.8123 -2.7763 0.182
F 3.3839 -2.3377 -4.0728 0.165
F 3.6949 -1.8587 -1.9997 0.165
C 3.1008 -3.3327 0.3439 -0.324
O 3.4718 -4.3810 -0.1309 0.120
C 3.9294 -2.5946 1.3368 0.026
C 3.3070 -2.0101 2.3548 0.049
C 1.8255 -2.1338 2.4079 -0.316
O 1.2045 -2.2454 3.4361 0.143
H -3.1507 2.9654 -0.7924 0.076
H -3.9982 4.1394 0.2530 0.043
H -4.8033 3.4545 -1.1603 0.069
H -6.3092 0.7747 0.6604 0.073
H -6.2712 1.7544 -0.8286 0.070
H -5.2555 0.3159 -0.6605 0.076
H -3.6352 2.6035 2.2583 0.109
H -3.6786 0.4482 3.2860 0.112
H -4.9006 -0.1474 2.1249 0.096
H -3.0519 -0.3250 0.4184 0.121
H -1.9316 0.2844 1.6326 0.108
H -2.5969 -1.8246 3.0493 0.139
H -4.2095 -2.2198 0.5586 0.080
H -4.6810 -2.5226 2.2201 0.073
H -3.5884 -3.6485 1.3536 0.074
H -0.9926 -3.1938 2.0327 0.121
H -1.6827 -2.9459 0.4322 0.103
H -0.2144 -0.7233 1.8390 0.119
H -0.3776 -0.9157 0.1106 0.119
H 5.0025 -2.5258 1.2221 0.109
H 3.8228 -1.4425 3.1183 0.131
C 8.6287 -0.3214 0.4724 -0.020
C 7.1446 -0.5279 0.6341 -0.497
C 6.3325 -0.6871 -0.6292 -0.024
O 6.6206 -0.5667 1.7250 0.063
H 9.0931 -0.2225 1.4504 0.083
H 9.0686 -1.1702 -0.0538 0.088
H 8.8194 0.5797 -0.1127 0.087
H 6.6788 -1.5541 -1.1953 0.094
H 6.4298 0.1998 -1.2571 0.093
H 5.2881 -0.8211 -0.3631 0.054
C 1.1325 1.4159 -3.4277 -0.025
C -0.3511 1.1867 -3.2619 -0.510
C -1.1403 0.9082 -4.5179 -0.020
O -0.8792 1.2217 -2.1753 0.062
H 1.5791 1.6018 -2.4537 0.082
H 1.5985 0.5364 -3.8762 0.077
H 1.3110 2.2746 -4.0771 0.085
H -0.7580 0.0108 -5.0079 0.084
H -1.0509 1.7460 -5.2116 0.085
H -2.1873 0.7616 -4.2638 0.081
C -3.2806 8.1426 2.0560 -0.019
C -4.2640 7.2636 1.3232 -0.485
C -5.6062 7.8729 1.0088 -0.016
O -3.9893 6.1288 1.0085 0.060
H -2.3567 7.5951 2.2262 0.081
H -3.0686 9.0380 1.4690 0.083
H -3.7042 8.4502 3.0137 0.085
H -5.4804 8.7553 0.3784 0.085
H -6.0997 8.1697 1.9362 0.060
H -6.2235 7.1439 0.4886 0.084
C -9.2609 7.6511 4.9658 -0.023
C -8.1009 8.5404 4.5912 -0.501
C -8.3421 10.0296 4.6457 -0.024
O -7.0313 8.0818 4.2638 0.058
H -8.9620 6.6089 4.8869 0.083
H -9.5785 7.8606 5.9886 0.085
H -10.1052 7.8373 4.2999 0.086
H -8.6258 10.3262 5.6567 0.085
H -9.1531 10.3026 3.9685 0.085
H -7.4369 10.5578 4.3561 0.081
C 6.9748 -4.4551 -7.8579 -0.026
C 6.7547 -3.4895 -6.7178 -0.503
C 5.5781 -3.7638 -5.8121 -0.030
O 7.4843 -2.5434 -6.5377 0.071
H 7.8466 -4.1503 -8.4316 0.080
H 7.1309 -5.4632 -7.4701 0.084
H 6.0997 -4.4708 -8.5098 0.084
H 5.6851 -4.7455 -5.3469 0.090
H 4.6490 -3.7506 -6.3844 0.090
H 5.5369 -3.0024 -5.0406 0.061
C 3.5398 -8.7529 2.4378 -0.026
C 4.6638 -7.7662 2.6542 -0.504
C 4.5921 -6.4830 1.8641 -0.033
O 5.5698 -7.9975 3.4197 0.068
H 3.7013 -9.6318 3.0572 0.079
H 2.5843 -8.2954 2.7001 0.084
H 3.4998 -9.0507 1.3886 0.084
H 3.6750 -5.9450 2.1071 0.078
H 4.5901 -6.6932 0.7945 0.082
H 5.4497 -5.8591 2.1061 0.084

---

118
Properties=species:S:1:pos:R:3:lowdin_charge:R:1 method="wB97M-V/def2-TZVPD" fmax_ev_per_a=10.00 relative_energy_ev=0.000 charge=+1 e_lumo_ev=-4.91
C 1.7324 3.3084 -2.7924 -0.045
C 1.1458 2.7931 -4.1859 -0.331
O -0.2469 3.2892 -4.3929 -0.198
C 2.1074 3.2295 -5.3458 -0.100
O 2.2741 2.2324 -6.3828 -0.014
C 3.3644 1.4413 -6.1790 -0.468
O 4.0703 0.9979 -7.0416 0.162
C 3.7442 1.0517 -4.7015 -0.026
C 4.7721 1.8902 -4.0687 0.007
C 5.1347 1.5828 -2.7097 -0.291
P 6.4333 2.6543 -1.8723 0.765
N 5.9637 3.0150 -0.3965 -0.311
N 4.5202 0.5472 -2.0340 0.117
C 3.5477 -0.2788 -2.5816 -0.134
C 2.9932 -1.3700 -1.6083 -0.103
C 3.0039 -2.8572 -2.1772 -0.233
N 1.5842 -3.3149 -2.2962 -0.039
C 3.1037 -0.0962 -3.9767 -0.213
P 1.8282 -1.2407 -4.7425 0.654
O 2.7542 -2.1966 -5.7887 -0.317
Cl 0.5223 -0.2143 -6.0044 0.344
H 0.9485 3.0719 -2.0240 0.029
H 2.6176 2.6421 -2.5732 0.047
H 1.9861 4.3932 -2.8038 0.096
H 1.0575 1.6817 -4.0651 0.088
H -0.7375 3.1553 -3.5500 0.041
H 3.0630 3.6225 -4.9222 0.118
H 1.6156 4.1125 -5.8437 0.161
H 5.2815 2.7461 -4.5589 0.132
H 6.6380 3.8560 -2.6056 0.023
H 7.6811 1.9769 -1.7496 0.016
H 5.0512 2.6024 -0.1924 -0.046
H 4.8290 0.3831 -1.0706 0.163
H 3.6179 -1.3823 -0.6676 0.122
H 1.9730 -1.0446 -1.2637 0.132
H 3.4204 -2.8602 -3.2157 0.079
H 3.5070 -3.5877 -1.5069 0.126
H 1.2525 -3.6039 -1.3662 0.003
H 0.9804 -2.5200 -2.5225 0.008
H 3.6692 -2.1992 -5.4503 0.052
C -4.0821 2.1601 -6.3229 -0.077
C -2.7588 2.5002 -5.7489 -0.137
N -1.7202 2.7672 -5.2981 0.113
H -4.6411 3.0699 -6.5293 0.043
H -3.9518 1.6054 -7.2500 0.059
H -4.6456 1.5476 -5.6184 0.079
C -1.3887 0.8561 0.0802 -0.070
C -1.1756 2.0364 -0.7839 -0.201
N -1.0067 2.9505 -1.4602 0.148
H -0.5806 0.7759 0.8087 0.054
H -2.3337 0.9482 0.6122 0.047
H -1.4088 -0.0474 -0.5291 0.078
C -1.6050 -1.7343 3.4410 -0.066
C -2.6628 -1.1227 2.5846 -0.256
N -3.4844 -0.6489 1.9281 0.120
H -1.7430 -2.8149 3.4729 0.080
H -0.6170 -1.5141 3.0371 0.068
H -1.6706 -1.3326 4.4548 0.005
C -3.5312 1.0668 6.3758 -0.071
C -2.5763 -0.0598 6.4266 -0.227
N -1.8362 -0.9379 6.4661 0.147
H -3.7816 1.2931 5.3382 0.083
H -4.4407 0.8039 6.9128 0.084
H -3.0895 1.9455 6.8356 0.036
C -4.6332 4.2396 8.9629 -0.053
C -3.8719 2.9771 9.0881 -0.262
N -3.2804 1.9973 9.1868 0.146
H -5.6055 4.1341 9.4425 0.085
H -4.0858 5.0505 9.4420 0.084
H -4.7795 4.4813 7.9104 0.079
C 6.6853 -0.8853 -8.1795 -0.071
C 7.4142 -2.1631 -8.0215 -0.278
N 7.9803 -3.1539 -7.8972 0.123
H 5.7171 -0.9473 -7.6846 0.051
H 7.2602 -0.0734 -7.7353 0.078
H 6.5307 -0.6743 -9.2368 0.086
C -0.6489 -3.0305 8.9875 -0.087
C 0.1104 -4.2908 9.1350 -0.249
N 0.7005 -5.2701 9.2500 0.122
H -1.6223 -3.1289 9.4575 0.028
H -0.1071 -2.2136 9.4618 0.082
H -0.7854 -2.8009 7.9310 0.044
C -4.4338 2.0175 -10.4456 -0.052
C -4.9165 2.9749 -9.4270 -0.263
N -5.2923 3.7170 -8.6360 0.140
H -3.7282 1.3206 -9.9941 0.078
H -5.2744 1.4583 -10.8546 0.084
H -3.9367 2.5553 -11.2521 0.083
C 3.9918 -5.3100 8.7029 -0.081
C 5.0928 -5.5164 9.6694 -0.280
N 5.9472 -5.6764 10.4194 0.113
H 4.0176 -6.0877 7.9405 0.079
H 3.0319 -5.3490 9.2181 0.025
H 4.0985 -4.3376 8.2227 0.075
C 0.3307 2.9011 5.5998 -0.056
C 0.2464 2.0834 4.3704 -0.256
N 0.1823 1.4472 3.4174 0.135
H 1.1746 3.5865 5.5308 0.083
H -0.5861 3.4761 5.7251 0.078
H 0.4669 2.2536 6.4656 0.085
C -8.9485 2.5149 -7.4348 -0.066
C -8.0291 1.3569 -7.4057 -0.280
N -7.3146 0.4584 -7.3831 0.119
H -9.2137 2.7505 -8.4646 0.081
H -9.8550 2.2816 -6.8775 0.080
H -8.4656 3.3814 -6.9845 0.079
C -2.8213 -4.4780 12.9121 -0.056
C -2.5990 -3.2973 12.0494 -0.245
N -2.4261 -2.3809 11.3790 0.134
H -2.0186 -4.5570 13.6443 0.083
H -3.7722 -4.3804 13.4345 0.081
H -2.8393 -5.3819 12.3043 0.082
C -1.6314 -5.0854 -0.4191 -0.048
C -0.3360 -4.6622 0.1555 -0.262
N 0.6708 -4.3332 0.6018 0.126
H -2.2209 -4.2094 -0.6879 0.082
H -1.4606 -5.6879 -1.3106 0.087
H -2.1837 -5.6764 0.3105 0.086